No. 1
{
  "formula": "C23H47N11O13S",
  "method": "ωB97M-V/def2-TZVPD",
  "species": ["H", "N", "C", "C", "C", "C", "C", "O", "C", "C", "C", "O", "C", "O", "S", "O", "O", "C", "C", "O", "O", "C", "O", "C", "C", "C", "C", "C", "C", "H", "H", "H", "H", "H", "H", "H", "H", "H", "H", "H", "H", "H", "H", "H", "H", "H", "H", "H", "H", "H", "H", "H", "H", "H", "H", "N", "C", "N", "O", "H", "H", "H", "H", "N", "C", "N", "O", "H", "H", "H", "H", "N", "C", "N", "O", "H", "H", "H", "H", "N", "C", "N", "O", "H", "H", "H", "H", "N", "C", "N", "O", "H", "H", "H", "H"],
  "xyz": [[2.0991, 0.5683, 2.3444], [1.8354, 0.4338, 1.3691], [0.6653, -0.0442, 1.3058], [-0.1400, -0.3479, 2.5502], [0.1302, -0.3060, -0.0908], [-1.3227, -0.7749, -0.2021], [-1.4247, -1.8979, -1.2448], [-0.6836, -2.9972, -0.7488], [-1.2955, -4.2730, -0.8881], [-1.5322, -4.8868, 0.4861], [-2.6481, -4.1765, 1.2596], [-0.3004, -4.7854, 1.2006], [-0.7633, -1.4726, -2.5589], [-0.9841, -0.0880, -2.8958], [-2.3567, 0.5235, -2.3883], [-2.3438, 1.8946, -2.7742], [-3.4365, -0.2665, -2.9107], [-2.3213, 0.3705, -0.5593], [-1.8604, 1.7340, 0.0266], [-2.9040, 2.5782, 0.4457], [-3.2107, 3.4993, -0.5988], [-3.7139, 0.0876, -0.0182], [-4.0456, -1.2993, -0.1156], [-5.3992, -1.5170, -0.3377], [-5.8825, -1.7287, -1.6241], [-7.2546, -1.9235, -1.8150], [-8.1258, -1.9117, -0.7270], [-7.6321, -1.7328, 0.5648], [-6.2654, -1.5347, 0.7498], [-0.7330, -1.2526, 2.4603], [-0.8048, 0.4897, 2.7548], [0.5426, -0.4621, 3.3855], [0.3130, 0.6001, -0.6602], [0.8100, -1.0434, -0.5057], [-1.6919, -1.2247, 0.7132], [-2.4562, -2.1454, -1.4679], [-0.5822, -4.9194, -1.4012], [-2.1952, -4.2474, -1.5033], [-1.7421, -5.9504, 0.4285], [-2.8551, -3.1809, 0.8722], [-2.3658, -4.0673, 2.3044], [-3.5712, -4.7504, 1.2526], [-0.2525, -3.9140, 1.5981], [-1.1605, -2.0940, -3.3589], [0.2991, -1.6706, -2.4880], [-1.2875, 1.5354, 0.9282], [-1.1922, 2.2658, -0.6429], [-4.1617, 3.3774, -0.7054], [-3.7402, 0.3639, 1.0352], [-4.4635, 0.6826, -0.5360], [-5.2357, -1.7458, -2.4856], [-7.6190, -2.0602, -2.8209], [-9.1839, -2.0408, -0.9093], [-8.3024, -1.7517, 1.4076], [-5.8711, -1.4038, 1.7465], [7.1622, 1.8985, 1.6718], [5.9418, 1.2693, 1.7144], [4.8638, 2.1090, 1.6528], [5.8294, 0.0611, 1.8003], [7.2823, 2.8950, 1.5948], [7.9792, 1.3169, 1.7190], [3.9523, 1.6865, 1.6710], [4.9386, 3.1071, 1.5788], [6.4541, 1.5333, -1.2795], [7.2603, 2.2370, -2.1331], [6.9897, 2.0864, -3.4607], [8.1591, 2.9550, -1.7176], [5.7072, 0.9375, -1.5811], [6.6406, 1.6330, -0.2964], [7.5612, 2.5920, -4.1255], [6.2535, 1.4991, -3.8015], [5.6965, 3.2976, 4.4502], [6.1335, 4.5309, 4.8378], [5.7155, 4.9477, 6.0731], [6.8473, 5.2151, 4.1244], [5.1077, 2.7093, 5.0075], [5.9944, 2.9766, 3.5533], [6.0231, 5.8511, 6.3794], [5.1301, 4.4009, 6.6741], [6.4723, 6.0606, -4.7087], [7.5698, 5.4652, -5.2606], [8.4589, 6.3105, -5.8615], [7.7445, 4.2601, -5.2169], [6.3077, 7.0482, -4.7279], [5.8087, 5.4623, -4.2537], [9.2762, 5.8992, -6.2708], [8.3369, 7.3035, -5.9060], [-8.7074, -5.1512, 0.8222], [-8.1980, -5.1503, 2.0910], [-8.1853, -6.3685, 2.7160], [-7.7803, -4.1395, 2.6267], [-9.0529, -5.9721, 0.3640], [-8.7165, -4.2755, 0.3312], [-7.8161, -6.4008, 3.6472], [-8.5215, -7.2124, 2.2942]],
  "forces_ev_per_a": [[0.093, -0.127, 0.060], [0.199, 0.383, 0.089], [0.066, -0.099, 0.098], [0.196, -0.004, -0.334], [-0.027, 0.004, 0.676], [-0.426, 0.143, -0.697], [0.689, 0.377, -0.124], [-0.642, -0.038, -0.127], [0.449, -0.806, -0.187], [0.091, 0.972, 0.667], [-0.024, -0.099, 0.005], [0.056, -0.552, 0.085], [-0.391, -0.768, -0.178], [0.160, 0.122, 0.659], [-1.164, 0.476, -0.855], [0.511, 0.060, 0.141], [0.220, -0.465, 0.311], [0.719, 0.155, -0.208], [0.231, -0.177, -0.060], [-0.129, 0.012, 0.297], [0.163, 0.232, -0.068], [-0.326, -0.446, -0.108], [-0.142, 0.173, -0.305], [-0.339, -0.085, 0.092], [-0.535, -0.158, -0.056], [0.492, 0.130, 0.561], [0.240, 0.011, -0.133], [0.242, 0.070, -0.599], [-0.206, -0.029, -0.031], [-0.102, -0.072, 0.038], [-0.204, -0.029, 0.110], [0.011, 0.020, 0.163], [-0.001, 0.056, -0.170], [-0.025, -0.231, -0.033], [0.094, 0.048, 0.231], [-0.146, -0.162, 0.399], [0.109, 0.020, -0.106], [-0.195, 0.203, 0.085], [0.000, -0.127, -0.290], [-0.060, 0.036, -0.093], [0.052, -0.097, 0.139], [-0.160, 0.035, -0.135], [0.056, 0.168, -0.119], [-0.018, 0.053, -0.198], [0.212, 0.435, -0.068], [-0.121, -0.034, 0.220], [-0.056, 0.099, -0.178], [-0.099, -0.127, -0.025], [0.095, 0.152, 0.121], [-0.054, 0.074, -0.071], [0.269, 0.134, 0.082], [-0.122, -0.058, -0.079], [-0.110, 0.009, 0.113], [0.013, -0.023, 0.163], [0.077, 0.001, 0.087], [-0.075, -0.002, 0.188], [-0.043, 0.120, 0.280], [-0.063, -0.060, 0.127], [0.026, 0.002, -0.013], [0.022, -0.026, -0.094], [0.013, 0.010, 0.002], [-0.034, -0.034, -0.237], [0.023, -0.009, -0.118], [-0.057, 0.059, -0.091], [-0.053, -0.077, -0.049], [0.236, -0.018, -0.064], [-0.022, 0.011, 0.041], [0.020, -0.019, -0.027], [0.113, -0.058, -0.359], [-0.257, 0.108, 0.162], [-0.006, -0.039, 0.052], [-0.082, 0.181, 0.285], [0.028, -0.017, 0.011], [0.004, 0.036, -0.008], [-0.024, 0.010, -0.015], [0.010, -0.004, 0.015], [0.070, -0.192, -0.023], [0.014, 0.007, -0.012], [0.007, -0.031, -0.010], [-0.061, -0.031, -0.053], [-0.014, 0.106, 0.121], [0.009, -0.033, -0.058], [0.110, -0.022, -0.250], [0.032, 0.012, 0.008], [0.032, -0.016, 0.042], [0.011, -0.015, 0.019], [-0.017, 0.005, 0.029], [-0.052, 0.043, 0.006], [0.015, -0.063, -0.063], [0.015, 0.002, 0.028], [-0.010, 0.000, 0.088], [0.013, -0.023, 0.019], [0.079, 0.005, -0.025], [0.000, 0.014, 0.010], [-0.007, 0.007, -0.023]],
  "mulliken_charge": [0.32, -0.49, 0.02, -1.33, -1.09, 0.31, -0.83, -0.31, -0.58, 0.11, -0.97, -0.64, -1.24, -0.40, 1.56, -0.70, -0.67, 2.65, -1.54, -0.29, -0.37, -2.47, 0.00, -0.27, 0.01, -0.75, -0.74, -0.66, -0.03, 0.18, 0.39, 0.53, 0.37, 0.60, 0.53, 0.98, 0.40, 0.39, 0.48, 0.00, 0.38, 0.41, 0.36, 0.34, 0.52, 0.36, 0.60, 0.33, 0.45, 0.55, 0.45, 0.43, 0.53, 0.37, 0.43, -0.38, 0.48, -0.32, -0.68, 0.21, 0.19, 0.21, 0.22, -0.26, 0.56, -0.34, -0.69, 0.15, 0.36, 0.30, 0.14, -0.33, 0.55, -0.39, -0.65, 0.17, 0.16, 0.23, 0.16, -0.37, 0.64, -0.41, -0.67, 0.17, 0.22, 0.22, 0.16, -0.32, 0.63, -0.43, -0.59, 0.16, 0.19, 0.22, 0.15],
  "spin_multiplicity": 1,
  "homo_ev": -9.10,
  "lumo_energy_ev": 0.4,
  "orbital_gap_ev": 9.5
}


No. 2
{
  "formula": "C23H47NO2S2Si2Ti",
  "method": "ωB97M-V/def2-TZVPD",
  "species": ["O", "O", "C", "C", "H", "H", "H", "H", "H", "C", "C", "H", "H", "H", "H", "H", "C", "C", "C", "H", "H", "H", "H", "H", "C", "H", "H", "H", "H", "H", "H", "Ti", "C", "Si", "H", "H", "C", "C", "C", "C", "Si", "H", "H", "C", "C", "C", "H", "H", "H", "H", "H", "H", "H", "H", "H", "H", "H", "H", "H", "H", "H", "H", "H", "H", "S", "C", "N", "C", "C", "C", "C", "C", "C", "S", "H", "H", "H", "H"],
  "xyz": [[-0.0190, -0.2810, -1.9960], [-2.4775, -2.0217, -2.4309], [-0.4213, 0.7622, -2.9979], [0.7364, 1.5054, -3.5868], [-1.1283, 1.4245, -2.5129], [-1.0194, 0.2298, -3.7477], [1.2257, 2.1534, -2.8590], [0.3387, 2.1396, -4.3822], [1.4793, 0.8354, -4.0188], [0.6422, -1.3834, -2.7153], [0.0799, -1.7272, -4.0801], [0.5911, -2.2373, -2.0439], [1.7027, -1.0916, -2.8078], [-0.9853, -1.9242, -4.0767], [0.5681, -2.6508, -4.4115], [0.3297, -0.9794, -4.8270], [-2.4594, -3.0131, -1.3982], [-3.6805, -1.2679, -2.5202], [-1.7334, -4.2409, -1.8992], [-3.4831, -3.2747, -1.0897], [-1.9334, -2.5674, -0.5366], [-2.2813, -4.6916, -2.7306], [-1.6778, -4.9790, -1.0936], [-0.7237, -4.0183, -2.2335], [-4.5606, -1.7462, -3.6626], [-3.3545, -0.2257, -2.6904], [-4.2425, -1.3061, -1.5742], [-4.0307, -1.7275, -4.6144], [-5.4394, -1.1106, -3.7373], [-4.9007, -2.7728, -3.4777], [2.5990, 1.9750, 0.7077], [0.9822, 0.7923, -0.1963], [-1.1656, 1.0746, 0.1615], [-2.5447, 1.4848, 1.4189], [-1.4856, 1.5045, -0.8391], [-1.2891, -0.0408, 0.0211], [-3.6241, 2.5766, 0.3507], [-1.9552, 2.3615, 2.9451], [-3.4376, -0.0895, 1.8838], [3.1887, 1.4655, -0.1095], [3.3705, -0.4158, 0.3194], [4.0310, 2.1628, -0.3025], [2.5478, 1.5866, -1.0390], [4.0281, -1.5388, -1.0353], [1.7361, -1.2492, 0.9095], [4.6044, -0.2809, 1.7116], [-3.3766, -0.8698, 1.1134], [-4.4948, 0.1712, 2.0228], [-3.0622, -0.5101, 2.8254], [-3.0633, 3.4783, 0.0858], [-4.5340, 2.8402, 0.8949], [-3.8876, 2.0488, -0.5738], [-1.4582, 3.3134, 2.7178], [-1.2689, 1.7541, 3.5437], [-2.8629, 2.5530, 3.5323], [1.4234, -2.1193, 0.3062], [0.7663, -0.6892, 1.1578], [2.0314, -1.6375, 1.9026], [5.1325, -1.2282, 1.8743], [4.1109, 0.0188, 2.6434], [5.3414, 0.4922, 1.4511], [4.6269, -2.3409, -0.5798], [4.6650, -0.9874, -1.7384], [3.2190, -2.0134, -1.6054], [0.4615, 3.2635, 0.2408], [0.9562, 2.8069, 1.8175], [1.2523, 1.5418, 2.1253], [1.7550, 1.4062, 3.4453], [2.0593, 0.2243, 4.1365], [2.6050, 0.3214, 5.4142], [2.8129, 1.5727, 6.0316], [2.4135, 2.7430, 5.3693], [1.8543, 2.6573, 4.1085], [1.2341, 3.9698, 3.1110], [1.8299, -0.7471, 3.6871], [2.8992, -0.5758, 5.9595], [3.2734, 1.6363, 7.0155], [2.5569, 3.7248, 5.8089]],
  "forces_ev_per_a": [[0.438, 0.770, -1.918], [-0.530, -0.517, 0.266], [-0.594, -1.284, 0.614], [0.086, 0.113, -0.214], [0.230, 0.020, 0.275], [0.302, 0.244, 0.084], [-0.008, 0.018, 0.087], [0.146, 0.053, -0.031], [0.033, 0.034, -0.068], [0.266, 0.806, 0.426], [0.427, -0.507, -0.169], [-0.097, 0.003, 0.101], [-0.268, -0.250, -0.091], [-0.089, 0.093, 0.144], [0.028, 0.041, 0.107], [-0.045, 0.088, -0.071], [0.249, 0.521, -0.136], [0.281, 0.460, -0.101], [-0.307, -0.290, 0.144], [0.201, 0.079, -0.072], [-0.202, -0.198, -0.033], [0.075, 0.047, 0.021], [0.069, 0.019, -0.075], [0.069, 0.083, -0.011], [0.003, -0.294, 0.233], [-0.306, -0.285, 0.142], [0.230, 0.106, -0.142], [0.057, 0.034, 0.015], [-0.128, 0.076, -0.059], [0.059, 0.145, -0.065], [1.223, -0.570, -0.772], [-2.996, 0.661, 0.984], [-0.757, -1.718, -0.260], [1.972, -0.237, -1.993], [0.138, -0.376, 1.333], [-0.276, 0.365, -0.078], [-0.442, 0.055, 0.458], [-0.388, 0.231, 0.293], [-0.401, -0.159, 0.306], [-0.559, 0.337, -0.410], [0.794, 0.650, 0.158], [-0.170, -0.984, -0.024], [0.830, 0.335, 0.138], [0.043, 0.036, -0.157], [-0.865, -0.281, 0.369], [0.110, -0.348, 0.180], [0.009, 0.275, 0.099], [0.035, -0.254, 0.116], [-0.095, 0.041, -0.131], [-0.116, -0.032, 0.050], [-0.164, 0.276, -0.242], [-0.014, 0.059, 0.197], [-0.322, -0.233, 0.054], [-0.114, 0.003, -0.055], [0.246, 0.173, 0.238], [0.409, 0.286, 0.092], [1.070, -0.614, -0.039], [-0.183, 0.134, -0.451], [-0.034, 0.152, 0.127], [0.174, -0.025, -0.147], [-0.150, -0.241, 0.069], [-0.099, 0.197, -0.126], [-0.042, -0.162, 0.120], [0.221, 0.138, 0.135], [0.781, 1.014, 0.548], [0.119, -0.440, -0.114], [-0.139, 0.480, 0.401], [-0.891, 0.964, -0.628], [-0.095, 0.183, -0.123], [0.143, 0.415, 0.337], [-0.265, 0.016, -0.706], [0.224, -0.232, 0.480], [0.052, -0.423, -0.289], [0.396, -0.753, 0.095], [0.260, 0.441, 0.218], [-0.182, 0.152, -0.200], [-0.125, -0.053, -0.228], [-0.038, -0.159, 0.175]],
  "mulliken_charge": [0.79, 0.03, -0.66, -1.57, 0.46, 0.48, 0.24, 0.45, 0.31, 0.02, -1.81, 0.22, 0.31, 0.24, 0.44, 0.44, -0.14, -0.09, -1.29, 0.55, 0.00, 0.30, 0.42, 0.20, -1.43, 0.14, 0.32, 0.30, 0.44, 0.31, 0.33, -0.54, 1.07, 0.04, -0.60, -0.71, -1.10, -0.84, -1.00, -0.47, 0.67, 0.55, -0.15, -1.21, -1.10, -1.19, 0.15, 0.35, 0.30, 0.27, 0.43, 0.21, 0.18, 0.19, 0.46, 0.65, 0.37, 0.65, 0.36, 0.30, 0.32, 0.34, 0.37, 0.23, -0.42, 0.25, 0.79, -0.73, -0.68, -0.45, -0.69, -0.39, 0.80, -0.22, 0.31, 0.39, 0.37, 0.38],
  "spin_multiplicity": 3,
  "homo_ev": [-6.13, -6.44],
  "lumo_energy_ev": [0.4, 0.3],
  "orbital_gap_ev": [6.5, 6.8],
  "s2": 2.010
}